This record from OMol25 describes a cluster of 2 separate species, C4H12S in total. The level of theory is ωB97M-V/def2-TZVPD.

Each line ends with the Mulliken spin population.
Element x y z (Å)
C -6.339 -1.247 -1.334  -0.042
S -6.245 -0.397 0.251  0.963
H -6.823 -2.214 -1.248  0.007
H -6.773 -0.543 -2.049  0.063
H -5.287 -1.392 -1.603  0.022
H -5.102 0.298 0.142  -0.013
C 3.686 1.679 0.726  0.000
C 3.748 0.185 1.013  0.000
C 2.681 -0.543 0.037  0.000
H 3.929 1.969 -0.300  0.000
H 4.509 2.237 1.197  0.000
H 2.695 2.047 0.982  0.000
H 3.368 -0.063 1.997  0.000
H 4.676 -0.295 0.717  0.000
H 1.794 -0.582 0.668  0.000
H 2.397 0.239 -0.677  0.000
H 3.084 -1.377 -0.518  0.000

E_tot (eV): -15167.4619
LUMO (alpha / beta) (eV): -4.43 / -9.66
Net charge: +1
Orbital gap (alpha / beta) (hartree): 0.29080 / 0.09859
Spin multiplicity: 2



This record from OMol25 describes a cluster of 2 separate species, C4H12S2 in total. The level of theory is ωB97M-V/def2-TZVPD.

Each line ends with the Löwdin charge.
Element x y z (Å)
C -2.173 -0.522 -0.092  -0.400
S -1.123 -2.011 -0.332  0.745
C -0.307 -1.709 -1.852  -0.493
H -3.213 -0.761 0.180  0.035
H -2.249 -0.103 -1.053  0.004
H -1.912 0.283 0.611  0.002
H 0.694 -2.136 -1.679  0.024
H -0.685 -2.443 -2.628  0.043
H -0.191 -0.737 -2.324  0.035
C 1.384 2.104 -0.676  -0.410
S 1.692 1.105 0.860  0.698
C 0.228 1.548 1.875  -0.422
H 0.702 2.941 -0.464  0.034
H 0.932 1.534 -1.491  0.009
H 2.351 2.511 -1.032  0.029
H -0.030 0.723 2.442  -0.009
H 0.380 2.536 2.336  0.037
H -0.668 1.620 1.126  0.039

E_tot (eV): -26011.8422
LUMO (eV): 0.91
Orbital gap (hartree): 0.33631